Molecular formula: C3H12N2O
Method: DFT, the ωB97M-V functional and the def2-TZVPD basis

Positions of all 18 atoms, in Å:
C 0.56190 2.20545 1.65723
C -0.18940 2.61938 2.72117
H 1.50134 1.67027 1.90871
H 0.16419 1.99454 0.70202
H 0.14974 2.38693 3.74249
H -1.10646 3.17313 2.73574
N 0.73529 -2.13615 -2.43211
C 1.17932 -0.76212 -1.84671
O 1.60144 -0.01927 -2.97809
H -0.06204 -2.07916 -3.09738
H 0.43348 -2.69171 -1.61549
H 0.39992 -0.33485 -1.20833
H 2.02541 -0.99715 -1.28545
H 0.81063 0.47491 -3.30714
N -1.90278 -1.40145 0.93495
H -2.59949 -1.52241 0.26415
H -1.61168 -0.53696 1.43980
H -2.09079 -2.04337 1.66443

Gap between HOMO and LUMO = 10.0 eV
LUMO level = 0.746 eV
E_HOMO = -9.3 eV
DFT total energy = -8331.023 eV
Relative energy (zero: lowest compared OMol25 entry of this formula, charge and spin) = 221.9 kJ/mol
Net charge = 0
2S+1 = 1
SMILES = C=C.NCO.N
Strongest force on any atom = 4.14 eV Å⁻¹

These are the Mulliken partial charges, in e, on atoms 1 to 2: -0.425 -0.513



Molecular formula: C3H12N2O2
Method: DFT, the ωB97M-V functional and the def2-TZVPD basis

Positions of all 19 atoms, in Å:
C -1.54153 -1.46926 -1.28692
C -0.23556 -1.29699 -0.53886
N 0.88706 -0.94910 -1.45584
C -0.11343 -1.66545 0.75185
N 1.08623 -1.52215 1.40666
H -1.46858 -2.37566 -1.99801
H -1.81375 -0.58684 -1.83595
H -2.28664 -1.68060 -0.51144
H 1.76047 -1.18050 -1.16163
H 0.69829 -0.02294 -1.79534
H -0.93391 -1.73863 1.44291
H 1.71823 -2.20470 1.09391
H 1.05856 -1.22574 2.37162
O 1.90904 1.92268 2.35585
H 1.04261 1.50412 2.46164
H 1.94280 1.84193 1.39726
O -1.15160 3.92146 -1.06160
H -0.56159 4.70144 -1.02831
H -1.99669 4.02692 -0.60781

Gap between HOMO and LUMO = 8.3 eV
LUMO level = 0.602 eV
E_HOMO = -7.7 eV
DFT total energy = -10379.418 eV
Relative energy (zero: lowest compared OMol25 entry of this formula, charge and spin) = 205.7 kJ/mol
Net charge = 0
2S+1 = 1
SMILES = C/C(N)=C/N.O.O
Strongest force on any atom = 5.09 eV Å⁻¹

These are the Mulliken partial charges, in e, on atoms 1 to 2: -0.944 0.154



Molecular formula: C3H12N2O2
Method: DFT, the ωB97M-V functional and the def2-TZVPD basis

Positions of all 19 atoms, in Å:
H -0.45415 -1.54004 2.99739
N -0.24493 -0.79876 2.35057
C 0.12078 -1.07788 1.17734
N 0.18370 -0.10280 0.20785
C 1.23807 -0.08733 -0.80066
C 0.86041 0.93107 -1.86388
H 0.25929 -2.06569 0.71337
H -0.09762 0.79106 0.58151
H 1.37398 -1.10923 -1.15530
H 2.18758 0.20765 -0.34212
H -0.18407 0.80075 -2.14718
H 1.45234 0.85916 -2.77149
H 0.93901 1.91773 -1.41059
O -1.25422 2.32515 1.98593
H -1.71679 1.48147 2.10014
H -0.36982 2.00811 2.21981
O -1.46028 -1.65049 -1.65723
H -1.10464 -2.09924 -0.88747
H -1.72864 -0.79066 -1.29798

Gap between HOMO and LUMO = 10.3 eV
LUMO level = 0.782 eV
E_HOMO = -9.5 eV
DFT total energy = -10380.489 eV
Relative energy (zero: lowest compared OMol25 entry of this formula, charge and spin) = 102.4 kJ/mol
Net charge = 0
2S+1 = 1
SMILES = [H]/N=C/NCC.O.O
Strongest force on any atom = 1.13 eV Å⁻¹

These are the Mulliken partial charges, in e, on atoms 1 to 2: 0.211 -0.599



Molecular formula: C3H12N2O2
Method: DFT, the ωB97M-V functional and the def2-TZVPD basis

Positions of all 19 atoms, in Å:
C 1.80569 0.54276 2.08504
C 1.26129 0.09078 0.73525
N 1.52458 0.84132 -0.44126
C 0.71448 -1.13753 0.41062
N 0.11673 -1.35575 -0.87538
H 1.12824 1.43384 2.28792
H 2.68483 1.18669 2.34299
H 1.60950 -0.31103 2.80682
H 2.33601 1.44883 -0.40973
H 1.34304 0.41286 -1.32375
H 0.51623 -2.02130 1.08908
H -0.90994 -1.42958 -0.99711
H 0.56376 -2.20658 -1.28145
O -3.09754 -1.03201 -2.05197
H -3.09112 -0.50324 -1.18789
H -4.07713 -0.95500 -2.30790
O -1.76224 1.47671 -0.21570
H -0.94357 1.09896 -0.42891
H -1.72284 2.41929 -0.23665

Gap between HOMO and LUMO = 8.5 eV
LUMO level = 0.871 eV
E_HOMO = -7.7 eV
DFT total energy = -10379.192 eV
Relative energy (zero: lowest compared OMol25 entry of this formula, charge and spin) = 227.5 kJ/mol
Net charge = 0
2S+1 = 1
SMILES = C/C(N)=C/N.O.O
Strongest force on any atom = 4.03 eV Å⁻¹

These are the Mulliken partial charges, in e, on atoms 1 to 2: -1.133 0.352



Molecular formula: C3H12N2O2
Method: DFT, the ωB97M-V functional and the def2-TZVPD basis

Positions of all 19 atoms, in Å:
N -0.32880 -1.63795 2.51509
C -0.89783 -0.51488 1.68563
C 0.07719 0.00545 0.53522
N 1.47565 -0.51853 0.71234
C -0.52737 -0.44652 -0.75847
O -0.08413 0.38334 -1.84774
H -1.08880 -2.11733 2.96127
H 0.21102 -2.42082 2.10229
H -1.23124 0.42788 2.30542
H -1.66167 -0.76937 1.03547
H -0.09800 1.15171 0.48638
H 2.14866 -0.11299 0.03352
H 1.73306 0.04755 1.52503
H -0.06459 -1.48398 -0.97256
H -1.59572 -0.22640 -0.58808
H 0.78089 0.04248 -1.82852
O 0.66934 2.65954 -3.50327
H 0.52508 3.49993 -3.21687
H -0.04274 2.03090 -3.18214

Gap between HOMO and LUMO = 10.2 eV
LUMO level = 0.819 eV
E_HOMO = -9.4 eV
DFT total energy = -10378.681 eV
Relative energy (zero: lowest compared OMol25 entry of this formula, charge and spin) = 276.8 kJ/mol
Net charge = 0
2S+1 = 1
SMILES = NC[C@@H](N)CO.O
Strongest force on any atom = 5.02 eV Å⁻¹

These are the Mulliken partial charges, in e, on atoms 1 to 2: -0.587 -0.429



Molecular formula: C3H12N2O2
Method: DFT, the ωB97M-V functional and the def2-TZVPD basis

Positions of all 19 atoms, in Å:
N -1.70550 -0.68579 -1.71528
C -0.64540 -1.41799 -0.95988
N 0.62263 -0.68575 -1.06715
C 1.43362 -0.10362 0.06215
C 1.46581 1.43057 0.01373
O 0.32197 1.85483 0.71882
H -1.56766 -0.51450 -2.64822
H -2.61270 -0.90588 -1.49828
H -0.95731 -1.38915 0.22745
H -0.54745 -2.50963 -1.36908
H 0.37596 0.17396 -1.64155
H 0.92708 -0.35416 1.06928
H 2.49950 -0.43598 0.09683
H 2.30962 1.89652 0.61085
H 1.43335 1.73492 -1.09511
H -0.25153 2.26873 0.09062
O -1.05868 -0.56894 2.53780
H -1.22167 0.18411 3.02522
H -0.43754 -0.28901 1.85999

Gap between HOMO and LUMO = 9.7 eV
LUMO level = 0.857 eV
E_HOMO = -8.8 eV
DFT total energy = -10378.704 eV
Relative energy (zero: lowest compared OMol25 entry of this formula, charge and spin) = 274.6 kJ/mol
Net charge = 0
2S+1 = 1
SMILES = NCNCCO.O
Strongest force on any atom = 4.10 eV Å⁻¹

These are the Mulliken partial charges, in e, on atoms 1 to 2: -0.516 0.132



Molecular formula: C3H12N2O3
Method: DFT, the ωB97M-V functional and the def2-TZVPD basis

Positions of all 20 atoms, in Å:
C 0.87626 0.21162 -0.19505
C 2.06320 0.75960 0.58790
C 3.21901 -0.22182 0.66584
N 3.02656 -1.29754 1.49694
O 4.29147 -0.06178 0.10483
N -0.18983 1.20502 -0.19384
H 0.46086 -0.64632 0.31607
H 1.11906 -0.06232 -1.22150
H 1.76207 1.01445 1.59020
H 2.48820 1.63115 0.09890
H 3.78900 -1.96226 1.48139
H 2.13517 -1.74370 1.64600
H -1.09275 0.93314 0.14825
H -0.01490 2.08191 -0.63844
H -5.22958 0.35347 -3.70044
H -5.09476 1.76817 -3.16645
O -5.75274 1.08815 -3.34875
H -3.01751 -1.10146 1.15165
H -2.44854 -2.08524 2.06275
O -2.39027 -1.86423 1.11374

Gap between HOMO and LUMO (spin up / spin down) = 2.7 / 8.9 eV
LUMO level (spin up / spin down) = 3.369 / 3.311 eV
E_HOMO (spin up / spin down) = 0.7 / -5.6 eV
DFT total energy = -12427.683 eV
Expectation value of S² = 0.750
Relative energy (zero: lowest compared OMol25 entry of this formula, charge and spin) = 23.0 kJ/mol
Net charge = -1
2S+1 = 2
Strongest force on any atom = 1.66 eV Å⁻¹

These are the Mulliken partial charges, in e, on atoms 1 to 2: -0.603 -0.655



Molecular formula: C3H12N2O3
Method: DFT, the ωB97M-V functional and the def2-TZVPD basis

Positions of all 20 atoms, in Å:
C 0.32528 1.31764 1.94831
N 0.76706 0.06057 1.33376
C -0.39217 -0.62299 0.73404
C 0.06361 -1.75906 -0.17546
N -0.75872 -2.82209 -0.25377
O 1.03090 -1.65986 -0.91934
H -0.20048 0.99175 2.85568
H -0.43333 1.86667 1.39771
H 1.20488 1.81164 2.34666
H 1.24616 0.22051 0.44887
H -1.03871 -0.00250 0.11244
H -1.00143 -1.15332 1.46377
H -1.42952 -3.20835 0.39089
H -0.52634 -3.54412 -0.89756
O 1.26584 0.93108 -2.03513
H 1.41209 0.80053 -2.97660
H 1.31506 0.02164 -1.68714
O -1.22581 2.08990 -1.12222
H -1.33390 2.81508 -1.74599
H -0.29047 1.84528 -1.21895

Gap between HOMO and LUMO = 10.1 eV
LUMO level = 0.760 eV
E_HOMO = -9.3 eV
DFT total energy = -12428.555 eV
Relative energy (zero: lowest compared OMol25 entry of this formula, charge and spin) = 76.6 kJ/mol
Net charge = 0
2S+1 = 1
SMILES = CNCC(N)=O.O.O
Strongest force on any atom = 2.08 eV Å⁻¹

These are the Mulliken partial charges, in e, on atoms 1 to 2: -0.877 -0.472



Molecular formula: C3H12N2O3
Method: DFT, the ωB97M-V functional and the def2-TZVPD basis

Positions of all 20 atoms, in Å:
N 0.68961 0.88685 2.09458
C 0.30540 0.26293 0.85282
C 0.13097 1.27391 -0.26476
N -0.42711 0.64339 -1.46978
C -1.68401 0.91796 -1.87420
O -2.29651 0.28467 -2.71800
H 1.56884 0.63648 2.51028
H 0.45648 1.84594 2.17826
H -0.65941 -0.25714 0.95781
H 0.94037 -0.53949 0.46781
H -0.41868 2.19152 -0.07208
H 1.10460 1.68095 -0.57655
H 0.16613 -0.02747 -1.92337
H -2.13136 1.80650 -1.41634
O -3.19047 -2.11086 -3.74212
H -4.04498 -2.01521 -4.17287
H -2.83176 -1.20426 -3.74449
O 4.43509 -2.06505 4.45725
H 4.22829 -2.64047 3.72131
H 3.65852 -1.57116 4.73444

Gap between HOMO and LUMO = 9.9 eV
LUMO level = 0.412 eV
E_HOMO = -9.5 eV
DFT total energy = -12428.040 eV
Relative energy (zero: lowest compared OMol25 entry of this formula, charge and spin) = 126.3 kJ/mol
Net charge = 0
2S+1 = 1
SMILES = NCCNC=O.O.O
Strongest force on any atom = 2.12 eV Å⁻¹

These are the Mulliken partial charges, in e, on atoms 1 to 2: -0.483 -0.299



Molecular formula: C3H12N2OS
Method: DFT, the ωB97M-V functional and the def2-TZVPD basis

Positions of all 19 atoms, in Å:
N 0.41335 -1.50959 -0.56825
C -0.74567 -0.64711 -0.27134
C -0.32970 0.74221 0.25078
N 0.61995 0.62556 1.36526
C -1.51376 1.52899 0.88616
S -1.20240 3.22854 1.40291
H 0.34363 -1.81881 -1.53057
H 0.32377 -2.34304 -0.00026
H -1.50740 -1.17908 0.33680
H -1.26239 -0.29934 -1.18957
H 0.03190 1.39409 -0.56168
H 1.59503 0.76085 1.15554
H 0.43742 -0.15652 1.97151
H -2.01489 0.87350 1.61871
H -2.35174 1.67953 0.19059
H -0.21219 3.06398 2.32621
O 2.25539 -1.93878 -2.75394
H 2.26767 -1.33146 -1.98805
H 2.85202 -2.67351 -2.64083

Gap between HOMO and LUMO = 9.6 eV
LUMO level = 0.806 eV
E_HOMO = -8.8 eV
DFT total energy = -19167.999 eV
Relative energy (zero: lowest compared OMol25 entry of this formula, charge and spin) = 71.6 kJ/mol
Net charge = 0
2S+1 = 1
SMILES = NC[C@H](N)CS.O
Strongest force on any atom = 2.20 eV Å⁻¹

These are the Mulliken partial charges, in e, on atoms 1 to 2: -0.503 -0.749



Molecular formula: C3H12N2OS2
Method: DFT, the ωB97M-V functional and the def2-TZVPD basis

Positions of all 20 atoms, in Å:
N 1.06942 3.12975 0.52822
C 0.09876 2.04306 0.45852
C 0.72932 0.69569 0.36397
N 1.02310 0.38302 -1.04039
C -0.14740 -0.47045 0.80973
S -1.15518 -0.47981 2.39973
S -3.11755 -0.25178 2.07894
H 0.89079 4.06818 0.22043
H 2.02756 2.82842 0.54227
H -0.53458 2.17322 1.35823
H -0.61304 2.13066 -0.39713
H 1.65993 0.59970 0.94105
H 0.68978 1.01107 -1.74218
H 1.95436 0.02891 -1.20143
H -0.91205 -0.74347 0.10146
H 0.37883 -1.40017 0.91569
H -3.07321 1.06758 2.29059
O -0.58593 -5.85240 -3.00987
H 0.36361 -5.96595 -2.97621
H -0.74653 -4.99524 -2.64163

Gap between HOMO and LUMO = 9.4 eV
LUMO level = 0.653 eV
E_HOMO = -8.8 eV
DFT total energy = -30002.960 eV
Relative energy (zero: lowest compared OMol25 entry of this formula, charge and spin) = 68.0 kJ/mol
Net charge = 0
2S+1 = 1
SMILES = NC[C@H](N)CSS.O
Strongest force on any atom = 2.32 eV Å⁻¹

These are the Mulliken partial charges, in e, on atoms 1 to 2: -0.473 -0.408



Molecular formula: C3H12N2S
Method: DFT, the ωB97M-V functional and the def2-TZVPD basis

Positions of all 18 atoms, in Å:
C 3.56070 1.79407 0.69279
S 2.45280 2.35734 -0.52882
C 0.88334 2.33144 0.29769
H 3.80687 0.74507 0.52196
H 3.15786 1.91005 1.70071
H 4.51457 2.33780 0.62455
H 0.91366 3.05051 1.11707
H 0.13082 2.58451 -0.43672
H 0.77438 1.33922 0.74465
N -1.64967 -1.50962 -1.48746
C -2.45986 -1.74079 -0.29601
N -2.94866 -3.09642 -0.32138
H -0.72636 -1.91568 -1.38184
H -1.50628 -0.52059 -1.65816
H -1.88402 -1.51514 0.61731
H -3.33353 -1.09415 -0.37125
H -2.20078 -3.77745 -0.35249
H -3.48585 -3.28017 0.51739

Gap between HOMO and LUMO (spin up / spin down) = 7.7 / 2.6 eV
LUMO level (spin up / spin down) = -3.526 / -8.669 eV
E_HOMO (spin up / spin down) = -11.3 / -11.3 eV
DFT total energy = -17111.823 eV
Expectation value of S² = 0.753
Relative energy (zero: lowest compared OMol25 entry of this formula, charge and spin) = 73.6 kJ/mol
Net charge = +1
2S+1 = 2
Strongest force on any atom = 1.16 eV Å⁻¹

These are the Mulliken partial charges, in e, on atoms 1 to 2: -0.754 0.427



Molecular formula: C3H12N3
Method: DFT, the ωB97M-V functional and the def2-TZVPD basis

Positions of all 18 atoms, in Å:
C -1.15591 -1.22940 -0.21529
N -0.14974 -0.08838 0.09405
C 0.93912 -0.73691 0.84244
C -1.03324 0.90272 0.83481
N 0.18344 0.54694 -1.14480
N 1.42676 1.32278 -1.01304
H -2.00075 -0.79996 -0.73309
H -0.72310 -2.08265 -0.69546
H -1.36989 -1.55098 0.77433
H 0.61792 -1.18764 1.80880
H 1.50829 -1.52721 0.16224
H 1.70942 0.02095 1.06599
H -0.91923 2.03016 0.61012
H -2.04033 0.70821 0.48772
H -0.96737 0.81139 1.94064
H 0.29359 -0.21471 -1.78826
H 1.39686 2.19535 -1.58153
H 2.28415 0.87935 -1.44967

Gap between HOMO and LUMO = 12.1 eV
LUMO level = -2.888 eV
E_HOMO = -14.9 eV
DFT total energy = -7766.602 eV
Relative energy (zero: lowest compared OMol25 entry of this formula, charge and spin) = 388.7 kJ/mol
Net charge = +1
2S+1 = 1
SMILES = C[N+](C)(C)NN
Strongest force on any atom = 3.01 eV Å⁻¹

These are the Mulliken partial charges, in e, on atoms 1 to 2: -0.965 0.312